Model P:
22
Properties=species:S:1:pos:R:3:nbo_charge:R:1 method="wB97M-V/def2-TZVPD" gap_ha=0.4291 total_charge=+1 spin_multiplicity=1 homo_energy_ev=-14.27
O -1.356 2.503 -1.276 -0.973
O 3.052 -0.937 1.359 -0.967
O -2.153 -2.864 -0.974 -0.958
O 1.294 3.145 0.083 -0.986
N -1.636 -0.199 -0.147 -0.766
N 0.712 0.043 0.133 -0.800
N -0.469 -1.648 1.110 -0.762
C -0.459 -0.539 0.357 0.688
H -1.608 3.345 -1.659 0.495
H -1.223 -2.285 0.929 0.431
H -2.935 -2.516 -1.412 0.478
H 0.975 1.024 0.143 0.441
H -0.401 2.408 -1.297 0.483
H 3.768 -0.701 1.955 0.503
H 1.505 -0.435 0.575 0.432
H 0.365 -2.084 1.467 0.416
H 3.492 -1.463 0.679 0.489
H 1.429 3.927 0.615 0.510
H -2.094 -3.695 -1.466 0.486
H -1.733 0.434 -0.929 0.444
H 2.025 2.893 -0.484 0.488
H -2.550 -0.357 0.239 0.426

***

Model Q:
22
Properties=species:S:1:pos:R:3:nbo_charge:R:1 method="wB97M-V/def2-TZVPD" gap_ha=0.4324 total_charge=+1 spin_multiplicity=1 homo_energy_ev=-14.43
O 2.172 -1.097 -1.167 -0.966
O 0.871 -2.402 2.327 -0.984
O 0.165 -2.684 -0.346 -0.995
O -2.902 1.712 1.010 -0.985
N 0.875 1.238 -1.613 -0.770
N -0.612 2.778 -0.810 -0.777
N -0.440 0.700 0.206 -0.770
C -0.155 1.494 -0.827 0.681
H 2.566 -1.220 -2.043 0.493
H -1.096 3.050 0.031 0.424
H 0.291 -2.708 3.005 0.502
H 0.589 -2.556 0.521 0.497
H 0.040 3.461 -1.163 0.405
H -3.273 1.486 1.886 0.505
H -1.388 0.626 0.588 0.446
H -3.602 1.765 0.336 0.503
H 1.409 1.960 -2.069 0.409
H 1.766 -1.941 -0.912 0.517
H 1.401 0.323 -1.531 0.450
H -0.015 -0.217 0.194 0.417
H -0.472 -3.378 -0.176 0.494
H 1.810 -2.391 2.554 0.505

***

Which of them is the least stable? Correct choice: model P.

***

Model P:
10
Properties=species:S:1:pos:R:3:nbo_charge:R:1 method="wB97M-V/def2-TZVPD" gap_ha=0.3034 smiles="S=C(S)[C@@H]1CS1" spin_multiplicity=1 homo_energy_ev=-8.90
S -1.694 1.602 -0.673 0.024
S -2.205 -1.254 -0.400 0.132
S 1.477 -0.565 -1.002 0.157
C -1.100 0.107 -0.307 -0.271
C 0.233 -0.205 0.245 -0.424
C 1.359 0.840 0.196 -0.461
H 2.086 0.890 1.012 0.235
H 0.973 1.790 -0.153 0.247
H 0.265 -0.962 0.991 0.242
H -1.394 -2.243 0.089 0.118

***

Model Q:
10
Properties=species:S:1:pos:R:3:nbo_charge:R:1 method="wB97M-V/def2-TZVPD" gap_ha=0.2939 smiles="S=CCSC=S" spin_multiplicity=1 homo_energy_ev=-8.88
S -0.967 1.266 -0.279 0.287
S 3.244 -0.327 -0.194 0.054
S -1.761 -1.480 -0.100 -0.017
C -2.272 0.103 -0.140 -0.483
C 1.596 -0.444 -0.388 -0.214
C 0.625 0.357 0.490 -0.572
H 1.074 -1.093 -0.966 0.185
H 1.345 1.246 0.743 0.252
H -3.207 0.655 -0.495 0.244
H 0.323 -0.283 1.329 0.265

***

Which of them is the least stable? Correct choice: model Q.

***

Model P:
9
Properties=species:S:1:pos:R:3:nbo_charge:R:1 method="wB97M-V/def2-TZVPD" gap_ha=0.3862 spin_multiplicity=1 homo_energy_ev=-9.72
Cl -2.120 0.646 -0.685 0.072
O 1.074 0.626 1.689 -0.410
O 1.881 1.191 -0.923 -0.554
N 0.451 0.706 0.661 0.315
N 0.550 1.009 -0.549 -0.021
C -1.417 0.641 0.831 -0.332
H 1.872 1.321 -1.845 0.478
H -1.741 -0.264 1.474 0.236
H -1.469 1.605 1.331 0.217

***

Model Q:
9
Properties=species:S:1:pos:R:3:nbo_charge:R:1 method="wB97M-V/def2-TZVPD" gap_ha=0.3645 smiles="NC(=O)N(O)Cl" spin_multiplicity=1 homo_energy_ev=-9.29
Cl 2.416 0.569 -0.322 0.064
O 0.801 -1.923 0.094 -0.539
O 0.029 1.531 -0.054 -0.605
N 0.885 0.569 0.508 -0.243
N -1.186 -0.766 -0.094 -0.829
C 0.095 -0.978 0.086 0.817
H 0.227 2.362 0.396 0.481
H -1.743 -1.544 -0.417 0.416
H -1.523 0.179 -0.197 0.437

***

Which of them is the least stable? Correct choice: model P.